{"formula": "C4H9NO2", "method": "ωB97M-V with the def2-TZVPD basis set", "elements": ["C", "N", "C", "O", "C", "C", "O", "H", "H", "H", "H", "H", "H", "H", "H", "H"], "positions_angstrom": [[-1.52424, -2.09978, -0.19552], [-0.53799, -1.05035, -0.03391], [-0.58679, -0.35314, 1.02037], [0.24913, 0.64074, 1.31945], [1.39582, 0.85020, 0.47226], [1.08354, 1.59203, -0.82018], [0.55463, 0.79820, -1.84793], [-2.12921, -1.89546, -1.08544], [-1.01965, -3.05815, -0.35577], [-2.19520, -2.20096, 0.67087], [-1.32913, -0.47947, 1.81552], [2.06221, 1.45456, 1.09249], [1.86996, -0.11540, 0.26000], [0.42130, 2.43881, -0.57183], [2.02956, 2.01823, -1.18260], [0.14082, 0.02058, -1.42942]], "forces_ev_per_angstrom": [[-0.131, -0.152, -0.026], [0.012, 0.303, 0.370], [-0.106, -0.259, -0.211], [-0.039, -0.038, 0.003], [0.152, 0.008, -0.146], [0.208, 0.257, 0.287], [-0.050, -0.135, -0.072], [0.080, -0.045, 0.135], [-0.068, 0.153, 0.027], [0.092, 0.029, -0.126], [0.075, -0.026, -0.086], [-0.074, -0.061, -0.121], [-0.080, 0.115, 0.027], [0.054, -0.146, -0.081], [-0.125, -0.038, 0.069], [0.003, 0.035, -0.049]], "mulliken_charge": [-0.87, -0.38, 0.14, -0.34, -0.50, -0.39, -0.57, 0.27, 0.28, 0.32, 0.35, 0.31, 0.39, 0.24, 0.31, 0.45], "charge": 0, "spin_multiplicity": 1, "e_above_lowest_kj_mol": 175.7, "orbital_gap_ev": 10.88, "max_force_ha_per_bohr": 0.009, "smiles": "C/N=C/OCCO"}


{"formula": "C4H9NO2", "method": "ωB97M-V with the def2-TZVPD basis set", "elements": ["C", "C", "O", "C", "N", "C", "O", "H", "H", "H", "H", "H", "H", "H", "H", "H"], "positions_angstrom": [[2.07083, -0.09329, -0.43671], [0.71674, 0.49203, -0.03920], [0.74747, 0.50525, 1.37396], [-0.73051, -0.33453, -0.33701], [-1.09340, -1.51466, 0.33937], [-1.82799, 0.68908, -0.11814], [-2.44875, 0.72899, 0.91119], [2.07078, -0.97502, -1.13113], [2.46458, -0.69367, 0.42039], [2.83072, 0.63430, -0.74555], [0.59895, 1.47536, -0.71623], [0.72766, 1.39412, 1.76402], [-0.75175, -0.68549, -1.36045], [-1.34699, -1.32422, 1.28948], [-1.94772, -1.76636, -0.12864], [-2.08064, 1.46812, -1.08536]], "forces_ev_per_angstrom": [[0.469, -2.752, -0.042], [-1.604, -0.557, -1.546], [-0.257, 1.598, 0.529], [1.652, 1.771, -1.180], [0.768, -1.171, 0.844], [-0.509, 1.894, -1.693], [0.039, 0.378, -0.708], [-0.464, 1.224, -0.306], [-0.223, 1.034, -0.150], [-0.409, -0.097, 0.068], [-0.008, -1.522, 2.218], [-0.086, -0.344, -0.342], [0.320, 0.784, -0.788], [0.008, 0.105, 0.609], [-0.298, -0.711, 0.151], [0.602, -1.633, 2.336]], "mulliken_charge": [-1.19, 0.13, -0.54, 0.18, -0.73, -0.08, -0.45, 0.31, 0.33, 0.30, 0.26, 0.31, 0.40, 0.28, 0.26, 0.23], "charge": 0, "spin_multiplicity": 1, "e_above_lowest_kj_mol": 313.3, "orbital_gap_ev": 9.96, "max_force_ha_per_bohr": 0.057, "smiles": "C[C@H](O)[C@@H](N)C=O"}


{"formula": "C4H9NO2", "method": "ωB97M-V with the def2-TZVPD basis set", "elements": ["C", "C", "O", "C", "C", "O", "N", "H", "H", "H", "H", "H", "H", "H", "H", "H"], "positions_angstrom": [[0.55540, 1.97468, 0.13904], [0.06081, 0.59276, -0.26448], [0.99859, -0.02919, -1.15010], [-0.10827, -0.39650, 0.87713], [-1.25198, -1.78392, 0.16225], [-2.27025, -1.87297, 0.76224], [-0.49734, -2.46963, -0.67731], [1.52937, 1.91142, 0.63511], [-0.15514, 2.47176, 0.80716], [0.66451, 2.60385, -0.75412], [-0.90942, 0.70492, -0.77431], [1.11026, 0.53427, -1.92577], [0.87377, -0.57018, 1.35220], [-0.79570, -0.06520, 1.65505], [0.10630, -1.76808, 0.38697], [0.08909, -1.83795, -1.23105]], "forces_ev_per_angstrom": [[0.019, 0.037, 0.048], [-0.187, 0.090, 0.128], [0.055, 0.152, -0.287], [0.021, 0.248, 0.134], [-0.461, -0.256, 0.207], [0.542, 0.108, -0.311], [-0.233, 0.002, 0.012], [-0.139, -0.031, -0.042], [0.084, -0.108, -0.068], [-0.007, -0.079, 0.150], [0.137, -0.011, 0.024], [0.026, -0.099, 0.089], [-0.113, -0.022, -0.101], [0.072, -0.053, -0.165], [0.176, 0.109, 0.019], [0.007, -0.088, 0.164]], "mulliken_charge": [-1.34, 0.54, -0.58, -1.18, 0.59, -0.47, -0.84, 0.32, 0.35, 0.38, 0.24, 0.32, 0.41, 0.44, 0.38, 0.43], "charge": 0, "spin_multiplicity": 1, "e_above_lowest_kj_mol": 460.6, "orbital_gap_ev": 9.65, "max_force_ha_per_bohr": 0.012}


{"formula": "C4H9NO2", "method": "ωB97M-V with the def2-TZVPD basis set", "elements": ["C", "C", "C", "N", "C", "H", "H", "H", "H", "H", "O", "H", "H", "O", "H", "H"], "positions_angstrom": [[-1.44013, -0.85758, -0.60013], [-0.62952, -1.91549, -0.08942], [0.65156, -1.61799, -0.46482], [0.65724, -0.44903, -1.13573], [-0.62358, 0.04268, -1.21422], [-2.50121, -0.81852, -0.49956], [-1.04363, -2.82560, 0.29404], [1.54000, -2.18861, -0.24300], [1.48480, 0.04348, -1.40924], [-0.89860, 0.84594, -1.87707], [-0.42642, 1.36720, 2.31331], [-0.33523, 0.74426, 1.57640], [-1.12443, 0.95117, 2.83494], [1.84529, 2.04117, -0.02508], [1.73355, 2.09299, 0.93209], [1.11032, 2.54392, -0.39251]], "forces_ev_per_angstrom": [[0.095, -0.452, 0.538], [-0.593, 0.510, -0.760], [0.271, -0.981, 0.755], [-0.202, 0.337, -0.294], [0.081, -0.125, -0.516], [-0.437, 0.178, -0.148], [0.288, -0.200, 0.446], [0.130, 0.236, -0.194], [0.095, 0.168, 0.027], [0.220, 0.286, 0.252], [-0.118, -0.407, -0.179], [0.042, 0.139, -0.063], [0.121, 0.219, 0.073], [0.085, 0.081, -0.030], [-0.091, 0.006, -0.070], [0.013, 0.007, 0.165]], "mulliken_charge": [-0.34, -0.31, -0.58, 0.07, -0.59, 0.40, 0.40, 0.37, 0.22, 0.35, -0.65, 0.36, 0.30, -0.64, 0.31, 0.32], "charge": 0, "spin_multiplicity": 1, "e_above_lowest_kj_mol": 120.0, "orbital_gap_ev": 9.34, "max_force_ha_per_bohr": 0.025, "smiles": "c1cc[nH]c1.O.O"}


{"formula": "C4H9NO2", "method": "ωB97M-V with the def2-TZVPD basis set", "elements": ["C", "N", "C", "C", "C", "O", "O", "H", "H", "H", "H", "H", "H", "H", "H", "H"], "positions_angstrom": [[-0.47332, -1.30242, 1.83081], [0.49331, -1.19399, 0.74406], [0.74733, 0.17109, 0.23827], [0.32303, 1.30106, 1.14844], [0.03443, 0.28397, -1.10593], [0.25327, -0.48187, -2.01846], [-0.91021, 1.23726, -1.22752], [-1.48847, -1.01136, 1.51317], [-0.15195, -0.73882, 2.68674], [-0.53305, -2.34059, 2.15832], [0.24207, -1.75776, -0.05307], [1.79522, 0.24723, -0.03377], [0.77749, 1.21653, 2.13678], [0.59344, 2.24629, 0.68428], [-0.75763, 1.25261, 1.27960], [-1.17337, 1.16492, -2.16100]], "forces_ev_per_angstrom": [[-0.474, -0.577, -0.873], [0.401, 0.495, 0.444], [-0.643, -0.096, -0.516], [-0.019, -0.285, 0.344], [-0.045, -0.545, -0.433], [0.039, 0.246, 0.236], [0.303, 0.039, -0.153], [0.066, 0.114, 0.376], [0.028, 0.362, 0.286], [0.092, -0.050, -0.119], [0.008, -0.317, 0.082], [0.334, 0.042, 0.133], [0.142, 0.112, -0.136], [-0.040, 0.084, 0.150], [0.041, 0.275, 0.039], [-0.233, 0.102, 0.140]], "mulliken_charge": [-0.86, -0.35, 0.54, -1.47, 0.32, -0.60, -0.43, 0.30, 0.29, 0.32, 0.28, 0.24, 0.34, 0.39, 0.35, 0.34], "charge": 0, "spin_multiplicity": 1, "e_above_lowest_kj_mol": 102.0, "orbital_gap_ev": 9.60, "max_force_ha_per_bohr": 0.022, "smiles": "CN[C@H](C)C(=O)O"}


{"formula": "C4H9NO2", "method": "ωB97M-V with the def2-TZVPD basis set", "elements": ["C", "C", "C", "N", "C", "O", "O", "H", "H", "H", "H", "H", "H", "H", "H", "H"], "positions_angstrom": [[1.22087, -0.99688, -1.37387], [0.21677, -0.17258, -0.60134], [0.80516, 0.93229, 0.28452], [-0.19710, 0.95214, 1.32752], [-0.76940, -0.29607, 1.45630], [-1.42874, -0.71470, 2.36910], [-0.48212, -1.01221, 0.33233], [1.78578, -0.35492, -2.05904], [0.71114, -1.76711, -1.95953], [1.91885, -1.48536, -0.68574], [-0.53420, 0.26701, -1.27153], [1.80019, 0.64919, 0.66284], [0.88209, 1.88800, -0.24281], [-0.09297, 1.49900, 2.16750], [-2.84813, -0.05760, -0.23639], [-2.98818, 0.66981, -0.16986]], "forces_ev_per_angstrom": [[-0.003, -0.008, 0.012], [0.150, 0.132, -0.145], [0.132, 0.001, -0.149], [-0.024, -0.062, 0.140], [-0.183, 0.038, 0.228], [0.231, 0.101, -0.317], [-0.060, -0.002, 0.173], [-0.084, -0.098, 0.097], [0.090, 0.111, 0.080], [-0.094, 0.086, -0.111], [0.108, -0.083, 0.074], [-0.149, 0.044, -0.073], [-0.042, -0.163, 0.077], [0.002, -0.109, -0.054], [-0.065, 0.056, -0.005], [-0.008, -0.044, -0.026]], "mulliken_charge": [-1.42, 0.48, -0.53, -0.15, 0.38, -0.57, -0.35, 0.37, 0.35, 0.36, 0.23, 0.30, 0.31, 0.24, -0.11, 0.12], "charge": 0, "spin_multiplicity": 1, "e_above_lowest_kj_mol": 112.4, "orbital_gap_ev": 10.93, "max_force_ha_per_bohr": 0.008, "smiles": "C[C@@H]1CNC(=O)O1.[H][H]"}


| no. | HOMO level (eV) |
| --- | --- |
| 1 | -9.90 |
| 2 | -9.18 |
| 3 | -9.06 |
| 4 | -8.51 |
| 5 | -8.90 |
| 6 | -10.09 |